Computed, not measured: a structure of composition C28H32CoFN9O5S at a distorted geometry, with wB97M-V/def2-TZVPD.

Values from the calculation:
LUMO energy (spin up / spin down)   -2.167 / -2.166 eV
Multiplicity   2
Charge   0
Orbital gap (spin up / spin down)   2.7 / 2.9 eV
ΔE to the lowest compared entry with this formula, charge and spin   2.160 eV

Geometry (Å):
Co1 -3.08 -1.42 1.25
N1 -6.82 0.46 0.01
C1 -5.73 -0.06 0.64
S1 -5.70 -1.73 0.95
N2 -4.84 0.87 1.00
N3 -3.73 0.38 1.57
C2 -3.01 1.20 2.25
C3 -1.81 0.72 2.92
C4 -0.92 1.60 3.53
C5 0.21 1.09 4.14
C6 0.43 -0.28 4.12
C7 -0.51 -1.08 3.50
N4 -1.60 -0.60 2.92
H1 -7.39 -0.18 -0.51
H2 -6.72 1.40 -0.34
H3 -3.33 2.23 2.37
H4 -1.12 2.67 3.52
H5 0.92 1.75 4.62
H6 1.30 -0.72 4.59
H7 -0.40 -2.16 3.46
F1 3.39 1.03 1.26
C8 2.57 1.00 0.18
C9 1.35 0.41 0.30
C10 0.52 0.30 -0.82
C11 -0.81 -0.30 -0.67
O1 -1.15 -0.72 0.45
C12 -1.63 -0.31 -1.84
C13 -1.12 0.17 -3.00
N5 0.13 0.69 -3.15
C14 0.56 1.15 -4.45
C15 1.70 0.43 -5.12
C16 0.30 0.27 -5.63
C17 0.96 0.80 -2.05
C18 2.20 1.44 -2.13
C19 3.02 1.55 -1.03
N6 4.26 2.22 -1.16
C20 4.86 2.89 -0.02
C21 5.75 4.01 -0.53
N7 6.78 3.46 -1.46
C22 6.17 2.70 -2.59
C23 5.26 1.62 -2.04
C24 -3.04 -0.87 -1.86
O2 -3.63 -0.84 -2.93
O3 -3.48 -1.35 -0.77
H8 1.01 0.01 1.25
H9 -1.75 0.15 -3.88
H10 0.47 2.22 -4.59
H11 2.13 -0.40 -4.58
H12 2.39 1.03 -5.69
H13 -0.19 -0.68 -5.45
H14 0.02 0.75 -6.56
H15 2.52 1.89 -3.06
H16 5.45 2.21 0.60
H17 4.08 3.32 0.60
H18 6.29 4.52 0.28
H19 5.17 4.74 -1.10
H20 7.43 2.84 -0.93
H21 7.41 4.24 -1.83
H22 6.99 2.30 -3.19
H23 5.60 3.42 -3.18
H24 5.86 0.87 -1.50
H25 4.76 1.11 -2.86
C25 -2.46 -5.50 2.12
C26 -2.80 -4.04 2.08
N8 -2.49 -3.25 1.11
O4 -1.80 -3.72 0.00
C27 -3.51 -3.42 3.17
C28 -3.96 -4.08 4.43
N9 -3.74 -2.13 2.99
O5 -4.27 -1.44 3.86
H26 -1.83 -5.81 1.30
H27 -3.37 -6.10 2.12
H28 -1.93 -5.72 3.05
H29 -2.26 -4.51 -0.31
H30 -3.72 -5.14 4.44
H31 -5.03 -3.96 4.55
H32 -3.49 -3.60 5.29



Computed, not measured: a cluster of 3 separate species, C28H32F17N3O7P2 in total at a distorted geometry, with wB97M-V/def2-TZVPD.

Values from the calculation:
LUMO energy   -1.035 eV
Charge   0
Orbital gap   7.9 eV

Geometry (Å):
C1 0.51 2.47 4.85
C2 0.54 2.92 3.54
C3 -0.28 2.14 2.44
C4 0.32 0.98 1.78
C5 1.77 0.46 2.11
C6 2.89 1.56 1.95
C7 4.00 1.23 0.86
C8 5.22 2.23 1.13
N1 4.93 3.61 0.64
C9 -0.56 0.27 0.76
F1 -0.08 -0.87 0.11
C10 -1.90 0.76 0.45
C11 -2.77 0.00 -0.63
C12 -4.13 -0.57 -0.02
C13 -5.42 0.01 -0.78
C14 -6.54 0.46 0.24
O1 -6.66 -0.01 1.35
O2 -7.47 1.44 -0.14
C15 -2.50 1.99 1.12
N2 -3.77 2.36 0.70
C16 -4.15 3.44 1.43
P1 -5.88 4.11 1.03
P2 -5.78 6.29 1.21
O3 -4.38 6.82 1.17
O4 -6.53 6.70 2.67
O5 -6.60 6.91 -0.09
C17 -3.37 4.15 2.50
N3 -2.11 3.77 2.84
C18 -1.66 2.66 2.14
H1 0.66 3.24 5.65
H2 0.29 1.39 5.08
H3 1.15 3.82 3.26
H4 1.99 -0.51 1.57
H5 1.73 0.19 3.21
H6 2.43 2.56 1.72
H7 3.44 1.69 2.93
H8 3.56 1.51 -0.14
H9 4.34 0.16 0.86
H10 6.20 1.83 0.73
H11 5.37 2.35 2.25
H12 5.29 3.72 -0.32
H13 3.92 3.78 0.65
H14 -3.02 0.68 -1.50
H15 -2.16 -0.89 -0.98
H16 -4.22 -0.15 1.03
H17 -4.16 -1.69 0.07
H18 -5.15 0.93 -1.36
H19 -5.88 -0.80 -1.41
H20 -7.12 1.98 -0.87
H21 -6.71 3.58 2.08
H22 -6.86 5.85 3.03
H23 -5.92 7.22 -0.73
H24 -3.83 5.03 3.01
F2 3.10 -5.69 0.02
C19 3.15 -4.35 -0.13
F3 4.43 -3.98 0.10
C20 2.21 -3.61 0.83
F4 2.60 -3.77 2.11
F5 2.33 -2.27 0.56
C21 0.71 -3.96 0.71
O6 0.19 -4.93 1.63
C22 0.35 -6.28 1.31
F6 0.73 -6.40 0.02
F7 -0.88 -6.84 1.39
C23 1.28 -7.01 2.28
F8 2.49 -6.41 2.36
F9 1.50 -8.28 1.87
H25 2.91 -4.11 -1.17
H26 0.18 -3.04 0.97
H27 0.42 -4.17 -0.32
H28 0.86 -7.04 3.29
F10 2.88 0.52 -5.14
C24 2.44 0.00 -6.30
F11 1.46 0.83 -6.75
C25 1.90 -1.42 -6.15
F12 0.79 -1.45 -5.39
F13 1.52 -1.84 -7.40
C26 2.90 -2.47 -5.62
O7 2.85 -2.77 -4.22
C27 3.54 -1.92 -3.35
F14 4.37 -1.13 -4.05
F15 4.33 -2.72 -2.59
C28 2.61 -1.13 -2.43
F16 1.69 -0.43 -3.12
F17 3.31 -0.25 -1.68
H29 3.26 0.04 -7.03
H30 2.61 -3.41 -6.10
H31 3.92 -2.29 -5.96
H32 2.07 -1.80 -1.75



Computed, not measured: a structure of composition C28H32F3Ge2NO3W, with wB97M-V/def2-TZVPD.

Values from the calculation:
LUMO energy (spin up / spin down)   -4.558 / -4.405 eV
Multiplicity   2
Charge   +1
Orbital gap (spin up / spin down)   6.8 / 6.9 eV
ΔE to the lowest compared entry with this formula, charge and spin   0.000 eV

Geometry (Å):
W1 -1.36 -0.34 0.66
C1 -2.85 1.11 0.97
C2 -1.70 1.95 1.41
C3 -1.18 2.98 0.62
C4 -0.02 3.63 0.99
C5 0.66 3.22 2.14
C6 0.16 2.21 2.95
C7 -1.02 1.57 2.59
C8 1.91 3.85 2.48
N1 2.90 4.36 2.74
H1 -3.36 1.49 0.08
H2 -3.56 0.84 1.75
H3 -1.69 3.26 -0.29
H4 0.39 4.41 0.37
H5 0.69 1.93 3.85
H6 -1.46 0.85 3.26
C9 -0.89 -1.60 4.26
C10 -0.45 -2.32 3.00
C11 0.96 -2.84 3.04
O1 -0.54 -1.41 1.86
H7 -0.87 -2.31 5.09
H8 -1.90 -1.22 4.17
H9 -0.20 -0.79 4.50
H10 -1.15 -3.12 2.76
H11 1.67 -2.04 3.26
H12 1.24 -3.30 2.09
H13 1.04 -3.59 3.83
C12 -1.13 -2.31 -3.43
Ge1 -0.82 -0.39 -3.19
C13 0.13 0.35 -4.73
C14 -2.53 0.56 -2.91
Ge2 0.52 0.11 -1.17
C15 1.29 1.90 -1.33
C16 2.50 2.26 -0.75
C17 3.03 3.54 -0.91
C18 2.35 4.47 -1.69
C19 1.15 4.12 -2.30
C20 0.63 2.84 -2.12
C21 1.81 -1.24 -0.61
C22 1.92 -2.44 -1.30
C23 2.85 -3.40 -0.92
C24 3.70 -3.16 0.15
C25 3.60 -1.96 0.85
C26 2.66 -1.02 0.48
H14 -2.00 -2.44 -4.07
H15 -1.30 -2.83 -2.49
H16 -0.27 -2.76 -3.93
H17 -0.49 0.24 -5.62
H18 1.06 -0.19 -4.91
H19 0.36 1.40 -4.60
H20 -3.24 0.29 -3.69
H21 -2.38 1.64 -2.94
H22 -2.99 0.29 -1.96
H23 3.07 1.55 -0.16
H24 3.96 3.80 -0.44
H25 2.76 5.46 -1.83
H26 0.63 4.83 -2.92
H27 -0.30 2.60 -2.61
H28 1.28 -2.65 -2.15
H29 2.93 -4.33 -1.47
H30 4.44 -3.90 0.43
H31 4.26 -1.77 1.69
H32 2.58 -0.11 1.06
F1 -4.96 -1.61 0.39
C27 -4.15 -2.51 0.95
F2 -3.69 -1.98 2.11
F3 -4.81 -3.61 1.23
C28 -2.92 -2.80 0.04
O2 -2.58 -3.89 -0.26
O3 -2.31 -1.67 -0.36



Computed, not measured: the molecule C28H32N2O10, with wB97M-V/def2-TZVPD.

Values from the calculation:
LUMO energy   0.592 eV
Charge   0
Orbital gap   9.1 eV
ΔE to the lowest compared entry with this formula, charge and spin   0.000 eV

Geometry (Å):
C1 -0.08 -4.58 0.85
C2 0.07 -3.46 -0.13
O1 -0.31 -3.45 -1.27
O2 0.69 -2.41 0.45
C3 0.90 -1.23 -0.32
C4 2.14 -0.56 0.28
O3 1.77 0.25 1.38
C5 1.86 -0.31 2.62
C6 1.16 0.55 3.62
O4 2.42 -1.34 2.84
C7 2.92 0.29 -0.74
O5 3.99 0.95 -0.07
C8 5.13 0.24 0.10
C9 6.17 1.07 0.80
O6 5.27 -0.88 -0.29
C10 2.04 1.35 -1.43
O7 1.60 1.14 -2.54
N1 1.85 2.43 -0.67
C11 1.12 3.59 -1.00
C12 0.98 4.00 -2.32
C13 0.28 5.15 -2.62
C14 -0.28 5.90 -1.60
C15 -0.14 5.49 -0.29
C16 0.55 4.34 0.04
C17 0.67 3.89 1.46
C18 -0.35 -0.31 -0.28
O8 -0.85 -0.18 -1.60
C19 -1.21 1.06 -2.00
C20 -1.49 1.08 -3.47
O9 -1.26 2.00 -1.25
C21 -1.40 -0.89 0.69
O10 -1.36 -0.63 1.87
N2 -2.27 -1.70 0.06
C22 -3.28 -2.52 0.59
C23 -3.58 -2.51 1.95
C24 -4.57 -3.35 2.44
C25 -5.25 -4.19 1.59
C26 -4.94 -4.20 0.24
C27 -3.96 -3.37 -0.29
C28 -3.64 -3.40 -1.75
H1 -0.02 -5.53 0.33
H2 -1.06 -4.50 1.31
H3 0.68 -4.51 1.62
H4 1.07 -1.51 -1.36
H5 2.81 -1.36 0.65
H6 0.09 0.41 3.46
H7 1.40 1.60 3.47
H8 1.42 0.24 4.63
H9 3.33 -0.38 -1.50
H10 5.72 1.93 1.28
H11 6.69 0.45 1.53
H12 6.90 1.40 0.07
H13 2.19 2.38 0.28
H14 1.42 3.41 -3.11
H15 0.17 5.46 -3.65
H16 -0.84 6.80 -1.83
H17 -0.59 6.08 0.50
H18 0.12 4.57 2.11
H19 1.71 3.87 1.79
H20 0.24 2.89 1.58
H21 -0.08 0.68 0.09
H22 -0.53 1.16 -3.97
H23 -1.96 0.15 -3.78
H24 -2.11 1.94 -3.72
H25 -2.12 -1.80 -0.94
H26 -3.04 -1.85 2.60
H27 -4.80 -3.33 3.49
H28 -6.02 -4.85 1.97
H29 -5.47 -4.86 -0.43
H30 -3.84 -2.44 -2.22
H31 -4.25 -4.15 -2.25
H32 -2.59 -3.65 -1.92